1.
DFT (wB97M-V/def2-TZVPD) results for a structure of composition C40H38Cl4FN8O10ReS.

## Properties
**Total charge**: +1
**LUMO level (alpha / beta)**: -3.5 / -3.4 eV
**2S+1**: 2
**Kohn-Sham gap (alpha / beta)**: 5.771 / 5.847 eV

Geometry (Å):
1 Re 0.3721 -0.1396 0.0174
2 Cl -0.9971 0.4041 3.0357
3 Cl 0.6583 -2.1048 -9.6945
4 Cl 2.6763 1.8568 6.6728
5 Cl 3.6075 2.5734 1.4440
6 S 2.2082 -1.7823 0.9650
7 F -5.9688 2.3665 0.2634
8 O 0.7565 0.8383 -4.6357
9 O 0.8469 -1.5113 1.5538
10 O 0.2325 1.0742 -1.6714
11 O -1.6386 -0.0152 0.2733
12 O -1.5475 0.0600 -2.5207
13 O 2.4039 -0.6906 -0.0281
14 O -0.8357 -3.8670 -1.3649
15 O 1.0050 1.3837 1.1204
16 O 3.2195 -1.8638 1.9721
17 O 0.0485 -1.8710 -1.0004
18 N -7.9733 0.3818 0.4353
19 N -1.0619 4.4954 -0.7379
20 N -4.4986 -2.9215 -0.0117
21 N -9.9844 1.8532 -0.9308
22 N -1.8712 3.5021 -0.9747
23 N -0.8071 5.5009 -1.6189
24 N -1.9536 2.8295 0.1324
25 N -0.5973 4.5183 0.4850
26 C -8.4897 1.6001 0.9922
27 C 2.0952 -3.3202 0.0791
28 C -4.8746 -1.6116 0.1858
29 C -5.4006 -5.1523 -0.8535
30 C 2.5928 2.0744 2.7178
31 C 1.3502 -6.8880 -2.1335
32 C -9.4059 0.6195 -1.5272
33 C -0.2421 1.5426 -3.9369
34 C 2.4374 -3.3751 -1.2597
35 C -6.6123 0.0788 0.3703
36 C -5.4657 -3.9810 0.0775
37 C 1.7657 -0.1270 -6.4393
38 C -4.2744 0.7402 0.2761
39 C -6.4938 -4.1425 -1.0104
40 C -8.9235 -0.3016 -0.3945
41 C -1.9677 -0.4252 -5.5974
42 C 3.0081 2.1867 4.0285
43 C 0.6418 -1.2782 -8.1818
44 C 0.9210 1.2016 4.7531
45 C -0.6270 -0.4492 -6.2774
46 C -5.6049 1.0571 0.3183
47 C 0.5595 0.0936 -5.7552
48 C 1.8254 -0.8053 -7.6325
49 C 1.3194 -5.5757 0.0000
50 C -2.2182 -2.2615 -0.3641
51 C -6.2160 -1.2514 0.3442
52 C -0.5897 0.8082 -2.6131
53 C 1.5549 -4.4174 0.7207
54 C 1.3458 1.4922 2.3570
55 C 2.1685 1.7447 5.0421
56 C 2.2015 -4.5371 -1.9722
57 C 0.5244 1.0781 3.4374
58 C -3.2181 -3.1895 -0.3332
59 C -0.8907 -2.7245 -0.9422
60 C -2.4827 -0.9203 0.0423
61 C 1.6204 -5.6401 -1.3560
62 C -1.1760 3.4546 1.0178
63 C -8.9694 2.5639 -0.1009
64 C -0.5508 -1.1043 -7.5041
65 C -3.8916 -0.6019 0.1945
66 H 1.1021 -6.6609 -3.1668
67 H -10.3487 2.4717 -1.6641
68 H -10.1528 0.1163 -2.1425
69 H -9.7807 -0.6276 0.2092
70 H 0.2229 2.4950 -3.6635
71 H -7.7349 2.0920 1.6017
72 H -0.1802 6.1681 -1.1798
73 H 2.6625 0.2696 -5.9922
74 H -5.7761 -4.1686 1.1012
75 H -9.3347 1.3518 1.6493
76 H -6.4321 -3.4671 -1.8502
77 H -10.7714 1.5842 -0.3243
78 H 1.3144 -4.3355 1.7705
79 H 2.2388 -7.5205 -2.1314
80 H -8.1357 2.8614 -0.7396
81 H -2.5622 -1.2645 -5.9551
82 H -6.9671 -2.0172 0.4285
83 H 0.2647 0.8797 5.5463
84 H -7.5036 -4.4146 -0.7400
85 H -0.4483 5.1640 -2.5054
86 H -2.5192 0.4878 -5.8318
87 H -3.4968 1.5001 0.2380
88 H -4.6294 -5.1881 -1.6058
89 H 2.8564 -2.5017 -1.7338
90 H 2.7648 -0.9550 -8.1385
91 H -1.8713 -0.5114 -4.5170
92 H 0.5308 -7.4439 -1.6869
93 H -9.4141 3.4575 0.3375
94 H -1.0446 3.1651 2.0360
95 H -8.4642 -1.1805 -0.8432
96 H -8.5624 0.9086 -2.1575
97 H 0.8789 -6.4340 0.4869
98 H -1.4586 -1.4980 -7.9349
99 H -2.9622 -4.2074 -0.5889
100 H -1.1357 1.7130 -4.5367
101 H 2.4429 -4.5828 -3.0244
102 H -5.6457 -6.1208 -0.4475
103 H 3.9765 2.6043 4.2530

---

2.
DFT (wB97M-V/def2-TZVPD) results for an isolated molecule of CO4S2.

## Properties
**Total charge**: 0
**LUMO level**: -0.7 eV
**2S+1**: 1
**Kohn-Sham gap**: 10.454 eV

Geometry (Å):
1 S 0.9036 0.0068 -0.1519
2 S -2.7593 0.1286 -0.0948
3 O -0.1423 -0.2526 -1.2027
4 O 1.1220 1.3494 0.1276
5 O 1.9888 -0.9190 -0.0443
6 O -0.3763 -0.3286 1.0268
7 C -1.2423 -0.0942 0.1669

---

E_tot values (in a.u.) by entry order: -5154.3484 -1135.3587.